Record 1
Formula: CH14O6
Source: OMol25
Level of theory: the ωB97M-V functional and the def2-TZVPD basis

Structure (XYZ):
```
21
Properties=species:S:1:pos:R:3:forces:R:3:lowdin_charge:R:1
C 0.80741 0.93548 0.99593 0.658 0.038 -0.145 -0.1243
O 0.02349 0.44776 -0.09535 0.175 -0.134 0.288 -0.1618
H 0.18183 1.42685 1.75072 0.177 -0.126 -0.059 0.0799
H 1.54177 1.63428 0.59197 -0.354 0.350 -0.074 0.0860
H 1.45647 0.17923 1.44324 -0.502 -0.316 0.112 0.0884
H -0.22138 -0.46540 0.09401 -0.187 0.056 0.419 0.0327
O -0.43530 -2.18310 1.18074 0.082 0.022 -0.858 -0.0477
H -1.29830 -2.58374 1.19935 -0.805 -0.129 0.619 0.0418
H -0.18434 -2.45074 0.27897 0.908 0.003 0.089 0.0180
O 1.20635 -2.24705 -1.31305 -0.449 0.057 0.829 -0.0444
H 0.86819 -1.38524 -1.59514 0.475 0.183 -0.384 0.0009
H 1.11089 -2.83661 -2.05583 0.013 -0.148 -0.423 0.0436
O 1.04278 0.11133 -3.14132 -1.683 0.809 0.429 -0.0706
H 0.22519 -0.28846 -3.47411 0.412 -0.414 -0.421 0.0431
H 0.59441 0.90841 -2.75583 1.121 -0.263 0.075 0.0340
O -2.01949 0.49993 3.99422 0.382 -0.302 -0.548 -0.0602
H -2.07650 0.66821 3.04595 -0.337 0.305 0.048 0.0229
H -1.32127 -0.16733 3.98335 -0.019 -0.032 0.455 0.0324
O -0.13679 2.72585 -1.52751 -0.324 -0.004 -0.039 -0.0536
H -1.02773 2.90540 -1.83330 -0.118 0.385 -0.395 0.0417
H -0.33768 2.16495 -0.76704 0.375 -0.339 -0.015 -0.0029
```
Forces are in eV/Å.

Properties
**Charge**: 0
**Lowest unoccupied orbital energy**: 0.21 eV
**E**: -497.9107 Eh
**Orbital gap**: 11.2 eV
**SMILES**: CO.O.O.O.O.O

---

Record 2
Formula: CH14O6
Source: OMol25
Level of theory: the ωB97M-V functional and the def2-TZVPD basis

Structure (XYZ):
```
21
Properties=species:S:1:pos:R:3:forces:R:3:mulliken_spin:R:1
C 0.32668 2.28574 -0.44350 -1.196 -0.392 1.198 0.0710
O -0.56846 1.62317 0.46002 0.832 1.114 -0.679 0.4957
H 1.00971 1.44667 -0.71909 0.488 -0.208 -0.723 0.0885
H 0.81529 3.12601 0.03869 0.273 -0.121 -0.035 -0.0021
H -0.22779 2.58172 -1.33347 0.008 -0.316 -0.307 0.0343
H -0.39851 2.01449 1.33994 -0.306 -0.395 0.577 -0.0198
H -0.01557 -1.15804 0.21201 -0.223 -0.905 0.164 -0.0078
H 0.52700 -0.20316 1.18552 0.387 -0.098 0.670 -0.0049
O 0.41766 -1.15996 1.08792 -0.201 0.942 -0.799 0.1811
H 1.20099 -0.99629 -1.87329 -0.196 -0.251 -0.564 -0.0042
H 2.36377 -0.34055 -1.21323 0.491 -0.002 -0.272 -0.0066
O 1.87813 -0.31163 -2.05230 -0.486 0.216 1.144 0.1725
H -0.13513 -2.37908 -3.12820 0.449 -0.590 0.063 0.0001
H -1.05629 -2.01104 -2.06295 -0.011 -0.284 0.673 0.0001
O -0.24024 -2.52842 -2.17427 -0.222 1.125 -0.734 -0.0001
H 0.08603 0.50403 4.26314 -0.040 -0.251 0.171 -0.0002
H 1.12348 1.55327 3.85310 0.127 -0.018 0.279 0.0001
O 0.19957 1.31000 3.75881 -0.047 0.355 -0.805 0.0001
H -1.94315 0.00400 -0.33096 -0.120 -0.026 -0.122 -0.0006
H -2.80584 -1.23122 -0.22352 -0.043 -0.278 -0.019 0.0002
O -1.99387 -0.91096 -0.63064 0.038 0.380 0.120 0.0027
```
Forces are in eV/Å.

Properties
**Charge**: +1
**Lowest unoccupied orbital energy (alpha / beta)**: -3.66 / -10.62 eV
**E**: -497.5256 Eh
**Orbital gap (alpha / beta)**: 11.4 / 4.4 eV
**Multiplicity**: 2

---

Record 3
Formula: CH15NO6
Source: OMol25
Level of theory: the ωB97M-V functional and the def2-TZVPD basis

Structure (XYZ):
```
23
Properties=species:S:1:pos:R:3:forces:R:3:lowdin_charge:R:1
C 3.40451 1.71508 -1.28358 -0.078 0.054 -0.400 -0.1437
N 2.41719 1.38975 -0.57727 -0.262 0.207 0.535 0.0232
H 3.98548 2.58311 -0.99205 0.109 0.103 0.177 0.0541
H 3.72650 1.25049 -2.21900 -0.113 -0.273 0.037 0.0617
H 1.87100 0.58935 -0.88816 0.284 -0.070 -0.358 0.0311
O -3.67222 4.08453 0.09728 0.112 -0.136 -0.387 -0.0597
H -3.15917 3.72246 0.82493 -0.168 0.117 0.124 0.0289
H -4.29400 4.72215 0.45265 0.060 -0.010 0.256 0.0286
O 1.29510 -3.20399 1.44845 -0.944 -0.606 0.388 -0.0791
H 0.75409 -2.53137 1.92523 0.838 -0.214 -0.602 0.0212
H 2.11249 -2.75633 1.26193 0.465 0.377 0.037 0.0342
O 0.62919 -0.71454 2.15989 0.211 -0.179 -0.234 -0.0646
H -0.06295 -0.87990 2.79248 -0.439 0.221 0.501 0.0462
H 0.15400 -0.36550 1.38192 -0.044 0.419 0.201 0.0096
O -0.09597 -2.90268 -0.96544 -0.542 0.504 -0.951 -0.0597
H 0.60870 -2.30502 -1.24799 -0.175 -0.267 0.176 0.0403
H 0.24583 -3.37620 -0.20934 0.508 -0.089 0.699 -0.0025
O -1.86905 -0.66049 -1.65624 -0.203 0.377 -0.403 -0.0591
H -2.53315 -0.57869 -2.36454 0.438 -0.326 0.683 0.0740
H -1.84565 -1.55622 -1.29946 -0.001 -0.287 -0.344 0.0327
O -0.95056 0.81453 0.47272 0.031 -0.428 0.482 -0.0655
H -0.54314 1.65562 0.25634 0.102 -0.093 -0.347 0.0486
H -1.16903 0.30649 -0.32900 -0.189 0.600 -0.270 -0.0005
```
Forces are in eV/Å.

Properties
**Charge**: 0
**Lowest unoccupied orbital energy**: 0.51 eV
**E**: -553.2614 Eh
**Orbital gap**: 10.7 eV
**SMILES**: C=N.O.O.O.O.O.O

---

Record 4
Formula: CH16N2O7
Source: OMol25
Level of theory: the ωB97M-V functional and the def2-TZVPD basis

Structure (XYZ):
```
26
Properties=species:S:1:pos:R:3:forces:R:3:lowdin_charge:R:1
N -0.87382 -1.79737 3.56417 -0.523 -1.778 0.466 0.1600
C -0.40878 -1.07179 2.52862 -1.022 -5.760 -5.336 -0.6992
N -0.15893 0.09573 2.89617 1.758 6.116 2.331 0.1844
O -0.24086 -1.48885 1.33131 -0.851 0.497 2.649 -0.0186
H -1.23384 -2.72384 3.38493 0.170 0.207 0.068 0.1199
H -1.22172 -1.29309 4.36714 -0.161 -0.397 -0.233 0.1092
H 0.12148 0.04005 3.86487 0.194 1.580 -0.061 0.1312
H 0.11169 0.83834 2.26738 0.225 -0.316 0.300 0.1373
O -0.03261 -1.87376 -2.51188 1.128 -0.610 -0.262 -0.0766
H 0.18906 -0.95936 -2.33593 -0.106 0.224 0.131 -0.0179
H -0.98413 -1.91288 -2.41538 -0.280 0.169 -0.030 -0.0365
O 2.14656 -0.65986 0.26272 0.659 0.253 -0.228 -0.0477
H 1.50124 -1.11786 0.80128 -0.702 -0.463 0.046 -0.0068
H 2.03114 0.26428 0.48380 0.191 0.280 0.070 0.0260
O 2.93862 0.82926 -1.89822 0.198 0.526 -0.161 -0.0592
H 2.52823 1.05637 -2.73263 -0.035 0.072 -0.227 0.0301
H 2.37915 0.14299 -1.53455 -0.114 -0.595 0.306 -0.0192
O -2.56005 -1.26747 -2.38476 -0.902 -0.212 -0.001 -0.0340
H -2.75333 -0.57469 -3.01636 0.087 0.163 -0.220 0.0617
H -2.76117 -0.87897 -1.53337 0.063 0.130 0.296 0.0514
O 0.03644 3.70544 -0.76053 -0.056 -0.256 0.190 -0.0398
H 0.78060 4.30679 -0.73180 0.287 0.082 0.024 0.0430
H -0.52685 4.05352 -1.45174 -0.220 0.035 -0.190 0.0443
O -0.53335 0.67558 -1.14081 -0.244 0.129 -0.223 -0.0471
H -0.10710 1.50285 -0.91682 0.165 0.584 -0.049 0.0014
H -0.36767 0.10861 -0.38761 0.091 -0.661 0.343 0.0026
```
Forces are in eV/Å.

Properties
**Charge**: 0
**Lowest unoccupied orbital energy**: 0.13 eV
**E**: -683.8974 Eh
**Orbital gap**: 9.8 eV
**SMILES**: NC(N)=O.O.O.O.O.O.O

---

Record 5
Formula: CH16O6S
Source: OMol25
Level of theory: the ωB97M-V functional and the def2-TZVPD basis

Structure (XYZ):
```
24
Properties=species:S:1:pos:R:3:forces:R:3:mulliken_spin:R:1
C -2.74110 -0.60611 0.33550 -0.128 -0.845 0.605 -0.0341
S -1.49881 -0.10418 1.50306 0.002 -0.550 -0.208 0.9220
H -2.47870 -0.59846 -0.71831 0.519 0.490 -0.083 0.0564
H -2.87625 -1.65838 0.59241 -0.104 0.001 0.308 0.0018
H -3.65683 -0.04509 0.46474 -0.135 0.333 0.044 0.0466
H -1.23155 1.22164 1.49116 -0.656 0.160 -0.619 -0.0100
H 0.18737 -1.19619 -2.49462 -0.372 -0.290 -0.820 -0.0001
H 0.69065 -1.48975 -1.20735 0.138 -0.814 0.200 0.0001
O 0.20183 -1.95962 -1.90594 0.267 1.237 0.698 -0.0003
H 1.82224 -0.65110 1.89391 0.267 0.477 0.663 -0.0007
H 2.54014 0.67326 2.47167 -0.197 -0.108 0.462 0.0001
O 2.46982 0.06449 1.74049 -0.020 -0.161 -1.151 0.0020
H -2.50603 2.30502 -1.24735 0.006 0.438 -0.232 -0.0009
H -1.18578 1.49205 -1.17625 -0.316 0.484 -0.439 -0.0014
O -2.11347 1.53498 -0.84314 0.489 -0.166 0.265 0.0173
H 3.49650 0.93539 -1.17111 -0.351 -0.030 0.087 0.0000
H 2.54901 0.59858 0.02766 0.229 0.066 -0.021 0.0007
O 2.56588 0.83650 -0.92257 0.164 -0.178 0.067 -0.0001
H 1.13926 1.49887 -1.58544 -0.244 0.427 0.485 0.0001
H 0.58041 1.75071 -2.89652 -0.599 0.305 -0.545 -0.0001
O 0.31346 1.87923 -1.98232 0.937 -0.753 0.093 -0.0008
H 1.18279 -2.69839 2.56604 -0.273 -0.091 0.056 -0.0002
H -0.19665 -1.94440 2.45413 0.272 -0.554 0.158 -0.0030
O 0.74582 -1.83906 2.61014 0.106 0.123 -0.072 0.0048
```
Forces are in eV/Å.

Properties
**Charge**: +1
**Lowest unoccupied orbital energy (alpha / beta)**: -3.53 / -8.77 eV
**E**: -896.9796 Eh
**Orbital gap (alpha / beta)**: 11.1 / 5.9 eV
**Multiplicity**: 2

---

Record 6
Formula: CH20Na3O13
Source: OMol25
Level of theory: the ωB97M-V functional and the def2-TZVPD basis

Structure (XYZ):
```
37
Properties=species:S:1:pos:R:3:forces:R:3:lowdin_charge:R:1
Na -5.26806 -19.41800 -2.13736 -0.437 -0.052 0.042 0.8956
Na -7.21143 -18.58140 1.58421 -1.089 0.854 -0.171 0.8274
Na -6.33212 -15.87130 -3.79091 -1.124 0.617 0.630 0.8179
C -9.01001 -16.32091 -0.99053 -1.217 2.723 -1.027 -1.2053
O -9.52136 -16.51733 0.07596 -2.771 -0.792 6.245 -0.0400
O -9.27774 -15.36497 -1.73064 -0.554 3.257 -2.195 -0.0781
O -8.19365 -17.14073 -1.39081 6.864 -5.902 -3.117 -0.1447
O -10.09019 -18.54748 -4.12312 0.009 0.007 -0.472 -0.0349
H -9.97099 -17.84256 -3.48664 -0.015 0.349 0.532 0.0175
H -9.27161 -19.04247 -4.08914 0.025 -0.171 0.079 0.0113
O -6.20237 -13.31449 -1.66918 0.447 -0.365 -0.679 -0.0367
H -7.03476 -13.74109 -1.46578 -0.869 -0.143 0.211 0.0173
H -5.57794 -13.70198 -1.05585 0.158 0.129 0.295 0.0248
O -11.54017 -15.43905 -5.75663 0.000 0.009 -0.263 -0.0418
H -11.14649 -16.26734 -5.48246 -0.015 -0.352 0.119 0.0089
H -10.97901 -14.76695 -5.36985 0.005 0.326 0.189 0.0166
O -9.37156 -12.98469 1.32763 0.453 0.017 0.190 -0.0491
H -10.19208 -12.49490 1.27226 -0.155 0.178 0.038 0.0371
H -9.56713 -13.82759 0.91837 -0.166 -0.512 -0.355 0.0072
O -12.93718 -14.61355 -0.92358 -0.225 -0.106 0.089 -0.0459
H -11.98443 -14.67732 -0.99004 0.502 -0.210 -0.123 0.0049
H -13.09396 -13.74858 -0.54479 -0.125 0.221 0.033 0.0257
O -6.53367 -15.12933 2.45376 0.148 -0.666 0.033 -0.0410
H -5.73389 -15.00056 1.94386 0.219 0.198 0.020 0.0245
H -7.12228 -14.43561 2.15623 -0.471 0.359 -0.096 0.0305
O -12.99432 -17.85883 1.58439 0.090 -0.410 0.124 -0.0525
H -12.22633 -17.40385 1.23880 0.206 0.273 -0.250 0.0101
H -13.57433 -17.15819 1.88258 -0.171 0.168 0.022 0.0348
O -10.21874 -12.21797 -3.55005 -0.110 0.068 -0.266 -0.0449
H -9.31347 -11.92738 -3.66089 0.183 0.169 0.013 0.0231
H -10.15293 -13.00999 -3.01657 -0.034 -0.421 0.344 0.0087
O -9.76345 -16.25875 3.75361 0.106 -0.413 0.204 -0.0447
H -9.81034 -16.29861 2.79838 -0.171 0.115 -0.555 0.0023
H -8.97448 -15.74766 3.93404 0.160 0.271 0.096 0.0189
O -10.52613 -20.36131 -0.01829 0.645 -0.264 0.020 -0.0530
H -10.48012 -19.40522 -0.02022 -0.157 0.533 -0.172 0.0130
H -10.95571 -20.57924 0.80887 -0.345 -0.061 0.172 0.0346
```
Forces are in eV/Å.

Properties
**Charge**: +1
**Lowest unoccupied orbital energy**: -6.78 eV
**E**: -1514.8164 Eh
**Orbital gap**: 2.6 eV

---

Across the entries above, max |F| takes the values 1.9 1.7 1.2 7.9 1.4 9.6 eV Å⁻¹, respectively.